96
Properties=species:S:1:pos:R:3:forces:R:3:mulliken_charge:R:1 method="wB97M-V/def2-TZVPD" homo_ev=-8.4 multiplicity=1 homo_lumo_gap_ha=0.3021 smiles="CCOc1ccc2c(c1P(O)Br)Sc1c(CCOC(C)=O)cc(S)cc1N2.CC(C)=O.CC(C)=O.CC(C)=O.CC(C)=O.CC(C)=O"
Br -0.27224 3.88889 -1.70395 -0.091 -0.790 0.225 -0.26
S -0.64014 -0.15869 -1.03796 0.548 0.249 0.937 -0.07
S -1.95175 -1.21173 5.25526 0.405 0.457 -0.510 -0.25
P 0.95111 2.32011 -2.80622 1.420 0.319 -1.328 0.17
O -4.82104 2.76541 0.80072 -0.652 -0.426 -0.441 -0.41
O 5.14614 -1.57695 3.27238 -0.061 -0.117 0.073 -0.55
O -0.17925 1.40030 -3.66659 0.150 0.488 1.361 -0.30
O -0.79587 2.85545 -8.55529 0.088 -0.199 0.059 -0.56
O 3.95017 2.44116 -1.91831 -1.075 -0.206 1.772 -0.49
O -4.42298 -2.05225 -4.49166 0.165 0.122 -0.077 -0.58
O -7.85497 -0.62343 0.79971 -0.116 0.037 -0.154 -0.51
O -4.59620 3.54656 -1.32013 -0.033 -0.174 0.653 -0.52
O 7.49281 -2.47320 7.38771 0.268 0.071 0.201 -0.59
N 1.05023 -1.79816 0.81831 -0.359 0.886 -0.866 -0.45
C 3.72226 3.61071 -1.06393 0.087 0.499 1.720 -0.32
C -5.30823 3.12777 -0.45012 -1.021 0.132 -0.383 0.61
C 3.79386 -2.86568 4.73996 -0.194 0.245 -0.171 -0.89
C -0.04094 0.61753 -8.81071 -0.237 0.082 -0.246 -0.97
C -0.14002 -1.26496 1.46454 -2.364 1.173 1.318 -0.24
C 5.09885 -2.45870 4.10545 0.099 0.186 -0.262 0.80
C 1.81457 -0.74391 0.13930 1.505 2.037 -1.204 -0.52
C 3.24697 -0.55109 0.38461 -2.095 0.925 -1.233 -0.42
C 3.27377 1.39202 -1.27007 -1.117 -1.492 0.033 0.10
C 1.15639 0.14984 -0.83430 0.966 -0.527 1.101 0.67
C -3.14501 -0.05782 -4.32549 -0.216 0.010 0.241 -0.58
C 8.65809 -2.28923 7.66946 -0.290 -0.027 -0.051 0.88
C -10.16917 -1.11400 0.58574 0.107 0.039 0.331 -1.15
C -2.67621 -1.87043 -6.09128 -0.149 -0.277 -0.039 -1.07
C -1.11134 -0.45135 0.70854 0.929 -0.656 1.304 0.21
C 9.18088 -0.91062 7.97905 -0.323 0.137 -0.052 -1.14
C 6.33805 -3.18911 4.54705 0.106 0.178 -0.193 -0.93
C -2.57205 -0.15671 2.69358 1.912 -0.818 -0.949 -0.75
C -3.22441 0.98152 0.34332 0.806 -0.132 0.808 -0.04
C -0.09164 1.96410 -8.13287 -0.161 0.337 -0.084 0.77
C 0.76817 2.15409 -6.91039 -0.132 0.273 -0.019 -0.81
C 4.87555 3.79001 0.01692 -0.947 0.513 -0.682 -0.96
C -3.50507 -1.39170 -4.92657 -0.298 -0.197 0.143 0.69
C -8.58457 -0.95349 -1.43742 0.324 0.104 0.066 -1.06
C 1.83448 1.21546 -1.56354 -0.144 -1.752 1.899 0.09
C -6.86089 2.99455 -0.67537 0.455 0.411 -0.015 -0.48
C -1.61420 -0.95535 3.46730 0.515 0.695 -1.233 -0.40
C 3.94437 0.51260 -0.32327 -1.067 -0.224 -0.229 -0.64
C -8.77938 -0.87260 0.05540 0.253 0.050 0.186 0.86
C -4.66282 1.31063 0.89415 0.403 0.023 -1.611 0.12
C -2.32670 0.11327 1.27973 1.104 -1.055 0.736 1.05
C 9.64073 -3.43034 7.72370 -0.257 -0.229 -0.095 -1.12
C -0.40257 -1.51805 2.87740 -1.116 1.232 -1.605 -0.48
H -8.84536 -1.95166 -1.79343 -0.150 0.098 -0.088 0.41
H -2.67463 1.95765 0.20040 -0.632 -0.900 0.125 0.24
H 6.24244 -4.25353 4.32196 -0.043 -0.022 0.183 0.36
H 9.57878 -0.88304 8.99515 0.187 0.001 -0.096 0.35
H -3.04540 -2.84115 -6.42251 0.007 0.077 0.044 0.33
H 3.55910 4.54287 -1.66097 0.452 -0.998 0.126 0.38
H -0.70715 0.62223 -9.67381 0.045 0.028 0.069 0.29
H -1.05033 1.84388 -3.68411 0.453 -0.236 0.155 0.26
H 2.78206 3.47086 -0.45419 0.726 0.000 -0.908 0.27
H -2.12240 -0.08658 -3.94347 0.034 0.044 -0.152 0.02
H 5.03496 0.65493 -0.12369 -1.162 -0.081 -0.332 0.58
H 10.05887 -3.51382 8.72851 0.171 0.080 -0.089 0.35
H -7.42880 3.55548 0.11083 0.581 -0.787 -0.433 0.30
H 3.83918 -2.70547 5.81876 0.029 -0.209 0.008 0.34
H -7.14175 1.91070 -0.69464 0.073 0.976 0.177 -0.10
H 3.58654 -3.91554 4.52421 0.051 -0.029 0.198 0.34
H 5.74651 4.25050 -0.50682 -0.388 -0.572 0.764 0.27
H -3.82185 0.16047 -3.49851 0.025 -0.026 -0.070 0.14
H -7.53858 -0.75933 -1.67713 -0.069 -0.045 0.020 0.20
H 0.97476 0.41112 -9.15318 0.003 -0.141 0.163 0.35
H -10.16176 -1.02466 1.67215 0.028 -0.002 -0.085 0.31
H 0.63289 3.16582 -6.52723 0.001 -0.075 -0.033 0.27
H -3.24557 0.72851 -5.07737 0.183 0.005 -0.011 0.46
H -1.28288 -0.15041 5.84033 -0.359 -0.642 -0.800 0.16
H 7.20079 -2.79367 4.00954 -0.084 -0.009 0.007 0.29
H 0.47397 1.44434 -6.13507 0.206 -0.077 -0.021 0.11
H 6.49428 -3.04189 5.61706 -0.085 -0.235 -0.087 0.18
H -3.45534 0.26144 3.21639 0.793 -0.416 -0.419 0.37
H 9.95883 -0.63828 7.26334 0.128 -0.034 0.160 0.33
H 0.69508 -2.37205 0.03496 0.188 -0.009 0.498 0.42
H -5.39809 0.86467 0.16682 0.478 0.057 1.196 -0.02
H -2.75556 -1.16364 -6.91994 0.180 0.057 0.051 0.28
H -3.22357 0.49541 -0.66852 -0.367 0.427 0.947 -0.04
H -10.85743 -0.37142 0.17763 -0.068 -0.160 -0.120 0.33
H 9.12780 -4.36082 7.47964 0.019 0.082 0.019 0.29
H -9.20325 -0.20377 -1.93477 -0.124 -0.167 -0.060 0.32
H -0.36924 -0.16046 -8.11838 0.215 -0.057 0.012 0.16
H 1.81971 2.01575 -7.16954 -0.016 -0.178 0.113 0.39
H 0.34912 -2.11436 3.43888 -0.877 0.560 -0.302 0.40
H -7.11397 3.48317 -1.65384 0.409 -0.669 0.851 0.32
H -1.63308 -1.97719 -5.78648 0.031 0.174 -0.099 0.29
H 5.10174 2.83012 0.53854 -0.003 0.746 -0.658 0.27
H -4.85992 0.98156 1.93661 0.102 0.392 -0.893 0.18
H 8.36673 -0.18985 7.90230 0.048 -0.076 -0.003 0.29
H 10.43893 -3.26890 6.99677 0.115 0.047 0.169 0.32
H -10.49989 -2.11946 0.31891 -0.122 0.101 -0.139 0.33
H 2.98712 -2.25766 4.32879 0.080 -0.031 0.006 0.11
H 3.71511 -1.23113 1.13171 -0.105 0.822 -0.715 0.40
H 4.48276 4.48579 0.81350 0.515 -0.506 -0.886 0.32

11
Properties=species:S:1:pos:R:3:forces:R:3:mulliken_charge:R:1 method="wB97M-V/def2-TZVPD" homo_ev="-5.7 / -10.1" multiplicity=3 homo_lumo_gap_ha="0.2191 / 0.2260" e_above_lowest_kcal_mol=8.08
Br 1.33623 2.08996 0.50592 1.842 3.054 -0.305 -0.28
Br 2.00674 -2.42152 0.59698 -0.318 0.073 -0.631 -0.10
Br -2.28885 2.07552 0.41644 -0.470 -0.034 0.354 -0.07
S -0.28507 -0.50160 2.44314 -1.689 -1.894 3.936 -0.09
P 0.19811 0.14553 0.73287 -0.224 -0.041 -5.283 0.41
C 1.10390 -1.05726 -0.43508 -2.933 -0.488 1.506 -0.62
C -1.30680 0.66521 -0.41185 -0.428 -3.536 3.721 -0.86
H 0.34274 -1.33649 -1.19519 0.833 -0.733 0.480 0.38
H 1.79554 -0.42380 -0.85860 1.784 1.169 -1.040 0.38
H -1.87904 -0.32841 -0.50514 0.330 1.858 -0.146 0.39
H -1.02350 1.09286 -1.28948 1.272 0.573 -2.591 0.49

15
Properties=species:S:1:pos:R:3:forces:R:3:mulliken_charge:R:1 method="wB97M-V/def2-TZVPD" homo_ev=-10.1 multiplicity=1 homo_lumo_gap_ha=0.4102 e_above_lowest_kcal_mol=30.33 smiles="CC1(OC=O)CC1"
O 2.16561 0.23323 -1.22875 0.065 -0.206 0.492 -0.46
O 1.09667 -0.45992 0.64883 0.151 0.222 0.085 -0.34
C -1.26367 -0.73008 0.95182 -0.053 0.083 0.143 -0.74
C -0.16963 1.38397 -0.33324 -0.204 -0.023 -0.043 -1.48
C -0.99867 -1.16336 -0.46796 0.043 -0.080 -0.187 -0.65
C 2.14670 -0.01747 -0.05372 0.206 0.087 -0.325 0.06
C -0.18431 -0.06555 0.14951 -0.186 0.099 -0.069 1.19
H 2.97572 0.16310 0.64229 0.259 -0.336 -0.172 0.36
H -0.12580 1.43733 -1.42229 -0.185 -0.040 0.098 0.32
H -1.02412 1.94961 0.03878 -0.087 -0.137 -0.063 0.38
H -0.50262 -2.11763 -0.61625 -0.057 0.155 0.020 0.24
H -1.73919 -0.91530 -1.22475 0.227 0.088 0.101 0.25
H 0.73688 1.90383 -0.00026 -0.367 -0.149 0.180 0.41
H -2.18526 -0.20052 1.17691 0.208 0.047 -0.125 0.25
H -0.92829 -1.40124 1.73908 -0.019 0.190 -0.134 0.22